Record 1
{"formula": "C5H10", "method": "ωB97M-V/def2-TZVPD", "homo_energy_ha": -0.3421, "gap_ha": 0.3798, "mol_weight_g_mol": 70.1, "multiplicity": 1, "symbols": ["C", "C", "C", "H", "H", "H", "H", "H", "H", "C", "C", "H", "H", "H", "H"], "positions_angstrom": [[3.67172, -0.14907, -0.99380], [2.42940, -0.34739, -0.55375], [2.16734, -0.76112, 0.86675], [3.87228, 0.64620, -1.69289], [4.42034, -0.65639, -0.39408], [1.59257, -0.06444, -1.18551], [2.97749, -1.43435, 1.15642], [1.28258, -1.38447, 1.04608], [1.99576, 0.12629, 1.46982], [-4.35478, 0.12653, 0.35852], [-3.75675, 1.11692, -0.27690], [-5.00638, -0.61336, -0.08433], [-4.48882, 0.28438, 1.42470], [-3.76909, 1.33013, -1.33057], [-3.03366, 1.78014, 0.18956]], "atomic_forces_ev_per_a": [[-0.711, -0.127, 1.051], [-0.230, 0.439, -0.136], [-0.600, -1.625, -0.611], [0.364, -0.678, -0.821], [0.594, 0.681, -0.134], [-0.102, 0.491, 0.264], [0.281, 0.636, 0.612], [-0.160, 0.169, -0.475], [0.560, 0.014, 0.249], [-1.055, 0.949, 0.564], [1.102, 0.229, -0.564], [0.053, 0.071, -0.294], [0.632, -0.763, 0.207], [-0.172, -0.649, -0.538], [-0.555, 0.162, 0.625]], "mulliken_charge": [-0.6716, -0.0191, -0.9476, 0.2556, 0.2409, 0.3129, 0.3136, 0.2951, 0.2196, -0.4267, -0.4730, 0.2552, 0.2105, 0.2316, 0.2032]}

Record 2
{"formula": "C32H55CoN4OP2", "method": "ωB97M-V/def2-TZVPD", "homo_energy_ha": [-0.3107, -0.3930], "gap_ha": [0.2388, 0.2495], "charge": 1, "mol_weight_g_mol": 632.7, "multiplicity": 4, "symbols": ["C", "C", "C", "C", "C", "H", "H", "H", "N", "P", "P", "C", "H", "H", "C", "O", "C", "H", "C", "C", "C", "C", "C", "H", "H", "H", "C", "H", "H", "H", "C", "H", "H", "H", "C", "H", "H", "H", "C", "H", "H", "H", "C", "H", "H", "H", "C", "H", "H", "H", "C", "H", "H", "H", "C", "H", "H", "H", "C", "H", "H", "H", "C", "H", "H", "H", "C", "H", "H", "H", "Co", "N", "C", "C", "C", "C", "C", "H", "H", "H", "H", "H", "H", "H", "H", "H", "N", "C", "C", "C", "N", "H", "H", "H", "H"], "positions_angstrom": [[2.21703, -1.30259, -0.75900], [1.31804, 0.62895, -1.81623], [3.22594, -1.38818, -1.72289], [2.16812, 0.40259, -2.92459], [3.17581, -0.53699, -2.81966], [3.97710, -2.15203, -1.61324], [2.07651, 1.13109, -3.73225], [3.92213, -0.59560, -3.60015], [1.31323, -0.31004, -0.78728], [0.31875, -2.39608, 0.95320], [-0.09225, 2.13615, -0.02524], [2.04844, -2.36831, 0.34211], [2.33601, -3.35614, -0.04820], [2.72806, -2.14746, 1.18675], [-1.03114, -0.07739, 1.99498], [-1.72991, -0.12111, 2.93822], [0.67555, 1.89096, -1.63632], [0.17405, 2.26812, -2.55332], [-1.76777, 3.10951, -0.01088], [1.32569, 3.38553, 0.22032], [-0.59920, -3.52536, -0.27712], [0.48046, -3.33017, 2.59316], [-2.89237, 2.23553, 0.57193], [-2.70155, 1.96756, 1.61769], [-3.82681, 2.81812, 0.53355], [-3.04383, 1.31999, -0.00542], [-1.70143, 4.37316, 0.85568], [-1.43299, 4.14231, 1.89430], [-1.02011, 5.13172, 0.45819], [-2.70844, 4.81845, 0.87095], [-2.14017, 3.47929, -1.44637], [-3.08425, 4.04717, -1.41890], [-1.39310, 4.12330, -1.92730], [-2.30104, 2.57788, -2.05489], [1.26903, 3.97426, 1.62470], [0.77122, 3.29949, 2.32858], [2.29524, 4.12075, 1.98208], [0.76704, 4.94585, 1.64798], [2.64653, 2.62656, 0.05729], [2.69308, 1.76029, 0.72813], [2.81587, 2.28223, -0.96845], [3.46721, 3.31160, 0.30137], [1.22879, 4.47458, -0.86778], [0.82833, 4.12018, -1.82834], [0.63546, 5.33927, -0.55118], [2.24681, 4.82644, -1.08797], [-0.93047, -3.64103, 3.11595], [-0.83330, -4.07331, 4.12411], [-1.52913, -2.72183, 3.20316], [-1.47461, -4.36717, 2.49922], [1.16707, -2.41683, 3.61062], [2.20298, -2.18847, 3.33148], [0.62019, -1.47809, 3.73938], [1.18818, -2.93388, 4.58250], [1.33365, -4.60820, 2.49512], [2.25401, -4.45630, 1.91607], [1.63362, -4.88770, 3.51620], [0.79158, -5.46412, 2.08322], [-0.17977, -3.16756, -1.70672], [0.86611, -3.42626, -1.91534], [-0.80973, -3.73388, -2.40976], [-0.32568, -2.10239, -1.91314], [-2.10180, -3.25356, -0.10830], [-2.36445, -2.25454, -0.45470], [-2.66674, -3.96641, -0.72791], [-2.43695, -3.33702, 0.93304], [-0.33953, -5.02395, -0.08118], [0.72925, -5.27094, -0.12598], [-0.77899, -5.41871, 0.84298], [-0.82938, -5.55748, -0.91147], [-0.08609, -0.09141, 0.57491], [-1.64988, -0.33677, -0.83236], [-1.93930, -0.05460, -1.95842], [-2.15014, 0.22073, -3.39337], [-1.49965, 1.34047, -4.26094], [-1.74487, -1.11128, -4.01628], [-3.66354, 0.44809, -3.28403], [-1.72252, 2.36654, -3.93776], [-0.41598, 1.21827, -4.41452], [-1.96148, 1.23550, -5.26071], [-2.14633, -1.91341, -3.37525], [-2.18366, -1.16205, -5.01683], [-0.64346, -1.20386, -4.06341], [-3.99260, 1.16706, -4.03812], [-4.11189, -0.54721, -3.39164], [-3.94076, 0.83748, -2.28051], [0.69401, 1.32019, 3.73280], [1.65578, 1.51661, 4.66929], [2.83258, 1.04723, 4.11360], [2.49914, 0.57226, 2.83659], [1.17466, 0.71760, 2.60668], [-0.29093, 1.55383, 3.85842], [1.44036, 1.96168, 5.62499], [3.81376, 1.04366, 4.54876], [3.16750, 0.14154, 2.10132]], "atomic_forces_ev_per_a": [[-0.438, -0.103, 0.066], [1.191, -1.057, 0.327], [-0.459, 0.044, 0.216], [-0.392, 0.746, 0.489], [-0.085, -0.010, -0.292], [0.182, -0.055, -0.117], [0.340, -0.396, 0.002], [0.016, -0.133, -0.025], [1.160, 0.679, -1.187], [-0.076, -0.964, -0.143], [0.632, 1.488, 0.234], [0.603, 0.150, -0.590], [0.119, 0.317, 0.021], [-0.328, -0.047, -0.293], [-4.772, 0.138, 4.128], [1.723, 0.010, -1.757], [-3.277, -1.980, -1.792], [0.923, 0.155, 0.554], [0.459, -0.073, -0.555], [-0.701, 0.208, 0.216], [0.202, -0.154, 0.405], [0.013, -0.164, -0.358], [0.062, -0.042, -0.058], [-0.073, 0.042, -0.232], [0.258, -0.131, 0.048], [0.008, 0.166, 0.249], [-0.088, 0.120, -0.016], [-0.030, 0.096, -0.250], [-0.185, -0.226, 0.166], [0.228, -0.119, 0.003], [-0.332, 0.236, -0.022], [0.166, -0.169, -0.130], [-0.115, -0.197, 0.065], [0.044, 0.373, 0.240], [0.403, 0.336, 0.453], [0.152, 0.216, -0.090], [-0.183, 0.100, 0.125], [0.103, -0.238, 0.073], [0.291, -0.112, -0.007], [0.045, 0.299, -0.234], [0.091, 0.185, 0.317], [-0.100, -0.102, 0.072], [0.462, 0.403, -0.141], [0.182, 0.193, 0.428], [0.175, -0.194, -0.083], [-0.207, 0.156, 0.086], [-0.037, -0.055, 0.222], [-0.076, 0.098, -0.234], [0.112, -0.289, -0.022], [0.186, 0.224, 0.170], [-0.048, 0.223, 0.129], [-0.195, -0.019, 0.085], [0.142, -0.103, 0.024], [0.022, 0.134, -0.261], [-0.032, -0.241, 0.271], [-0.196, -0.065, 0.166], [-0.014, 0.031, -0.228], [0.213, 0.288, 0.099], [-0.011, 0.169, -0.090], [-0.187, 0.004, 0.038], [0.161, 0.088, 0.158], [0.140, -0.277, 0.062], [-0.228, -0.014, -0.102], [0.029, -0.262, 0.167], [0.103, 0.032, 0.232], [0.046, -0.107, -0.304], [-0.130, -0.208, -0.286], [-0.247, 0.022, 0.072], [0.197, 0.149, -0.276], [0.125, 0.097, 0.174], [0.591, -0.371, -0.082], [-1.492, 1.453, -5.312], [3.463, -0.026, 4.445], [-0.132, 0.042, 0.330], [0.095, 0.135, 0.269], [-0.319, -0.503, -0.172], [-0.785, -0.174, -0.190], [0.135, -0.397, 0.021], [-0.371, -0.031, 0.268], [0.117, -0.104, 0.484], [0.185, 0.019, -0.590], [0.190, -0.224, 0.046], [-0.563, 0.026, -0.040], [-0.270, -0.353, -0.004], [-0.465, 0.460, -0.108], [0.030, -0.095, -0.750], [0.520, -0.320, 0.089], [0.173, -0.337, -0.916], [0.006, 0.097, 0.085], [-1.382, 0.377, 0.549], [1.617, 0.548, 0.899], [0.453, -0.393, -0.378], [-0.027, 0.026, -0.007], [0.048, 0.048, 0.166], [-0.281, -0.012, 0.024]], "mulliken_charge": [0.0358, -0.2573, -0.8629, -1.1927, -1.1416, 0.6335, 0.5803, 0.4676, 1.6078, 0.0250, 1.1404, -2.2071, 0.8699, 0.8346, 0.5195, -0.5071, -1.4514, 0.6940, 2.5426, 2.1063, 2.2905, 2.4730, -1.7925, 0.2738, 0.5983, 0.2532, -1.7973, 0.2347, 0.2036, 0.5737, -1.6087, 0.5993, 0.2008, 0.0291, -1.4265, 0.0924, 0.4205, 0.3163, -1.6897, 0.0296, 0.2947, 0.7980, -1.4310, 0.0838, 0.3549, 0.4542, -1.8614, 0.5318, 0.2161, 0.3072, -1.7259, 0.3336, 0.2070, 0.7183, -1.6315, 0.2079, 0.5209, 0.3796, -1.4690, 0.2063, 0.6863, -0.3096, -1.5365, -0.0067, 0.5281, 0.2388, -1.8899, 0.3209, 0.3444, 0.5397, 0.2314, 0.0949, -0.7551, 2.4977, -1.6455, -1.8818, -1.5640, 0.3074, 0.2554, 0.5613, 0.3707, 0.5836, 0.2494, 0.4060, 0.4357, 0.3013, -0.3030, -0.7001, -1.3109, -0.3970, 0.5605, 0.1102, 0.5057, 0.5142, 0.4501]}

Record 3
{"formula": "C6H15F5MnN3OTe", "method": "ωB97M-V/def2-TZVPD", "homo_energy_ha": [-0.4808, -0.5028], "gap_ha": [0.2606, 0.2221], "charge": 1, "mol_weight_g_mol": 422.7, "multiplicity": 6, "symbols": ["Mn", "C", "C", "N", "C", "C", "N", "C", "C", "N", "H", "H", "H", "H", "H", "H", "H", "H", "H", "H", "H", "H", "H", "H", "H", "F", "Te", "F", "F", "F", "F", "O"], "positions_angstrom": [[-0.13513, -0.51453, -0.92526], [-1.14153, 2.16147, 0.06564], [-2.30733, 1.16397, 0.01334], [-1.76183, -0.14843, 0.07564], [-0.29653, -0.67333, 2.52294], [0.97577, -1.09553, 1.90674], [1.26827, -0.32663, 0.65344], [1.64297, 1.08127, 0.92124], [1.31357, 1.95827, -0.29316], [-0.04363, 1.62167, -0.77786], [-0.78743, 2.22597, 1.09534], [-1.44593, 3.15727, -0.27446], [-2.88363, 1.29997, -0.92266], [-3.01463, 1.32887, 0.84064], [-2.48543, -0.86373, 0.13864], [-1.11293, -1.36333, 2.57684], [-0.38423, 0.24727, 3.06854], [0.92147, -2.14763, 1.62584], [1.81997, -0.94623, 2.59974], [2.06217, -0.79963, 0.20954], [2.71127, 1.16777, 1.14974], [1.07287, 1.41167, 1.79314], [2.01557, 1.73937, -1.09966], [1.39657, 3.01967, -0.03706], [-0.15483, 2.00457, -1.72336], [-1.75403, -3.06803, -2.92876], [0.20167, -2.66553, -2.63756], [0.19157, -4.55133, -2.39546], [2.10617, -3.00263, -1.97116], [-1.10653, -0.53253, -2.40946], [1.30267, -0.55703, -1.98536], [-0.18693, -2.33293, -0.87576]], "atomic_forces_ev_per_a": [[1.782, 0.410, 0.326], [-0.218, -0.250, 0.033], [0.352, 0.756, 0.322], [-1.546, -0.051, -0.290], [0.195, -0.046, 0.353], [0.000, -0.158, 0.089], [-0.109, -0.395, -0.517], [-0.212, 0.479, -0.229], [0.403, -0.250, 0.225], [-0.146, -0.052, -0.438], [-0.002, 0.101, -0.110], [0.086, -0.184, 0.136], [0.046, -0.335, 0.117], [-0.002, -0.069, -0.198], [0.076, -0.258, 0.165], [-0.305, -0.223, 0.006], [-0.008, 0.244, 0.145], [0.154, 0.072, -0.017], [-0.126, -0.074, -0.205], [-0.169, 0.042, -0.158], [-0.216, -0.082, 0.057], [0.167, -0.035, -0.073], [-0.109, 0.047, -0.001], [-0.029, -0.119, -0.026], [0.090, -0.323, 0.207], [1.367, 0.607, 0.310], [0.832, -5.296, -2.887], [-0.012, 1.024, -0.206], [-1.361, 0.515, -0.449], [-0.480, 0.857, 0.483], [0.064, 0.874, 0.518], [-0.564, 2.172, 2.310]], "mulliken_charge": [0.6766, -0.4932, -0.5325, 0.1160, -1.0527, -0.2349, 0.0009, -0.6142, -0.7551, -0.0163, 0.2285, 0.4053, 0.3838, 0.4096, 0.3116, 0.3906, 0.3967, 0.3216, 0.4022, 0.3405, 0.4227, 0.3640, 0.3742, 0.4233, 0.2811, -0.5154, 1.2479, -0.4030, -0.5386, -0.4312, -0.4966, -0.4131]}

Record 4
{"formula": "C5H7NO", "method": "ωB97M-V/def2-TZVPD", "homo_energy_ha": -0.3094, "gap_ha": 0.3386, "mol_weight_g_mol": 97.1, "multiplicity": 1, "symbols": ["C", "C", "C", "O", "C", "N", "C", "H", "H", "H", "H", "H", "H", "H"], "positions_angstrom": [[1.84940, -0.49173, -1.46164], [0.13145, 0.19534, -0.63798], [0.86626, 0.79259, -1.51246], [-1.34740, 1.82096, 0.90953], [-1.26829, 0.63345, 1.18098], [-1.97716, 0.06184, 2.21474], [-0.48971, -0.33686, 0.38794], [2.50654, -0.59984, -0.59384], [2.36438, -0.15456, -2.33090], [1.41529, -1.47869, -1.70815], [0.51962, 1.05280, -2.51148], [-2.36954, 0.71642, 2.87174], [-1.67558, -0.81931, 2.59631], [-0.52526, -1.39242, 0.59522]], "atomic_forces_ev_per_a": [[0.853, 0.030, -0.396], [-1.102, 0.747, 0.089], [-0.455, -1.529, 0.042], [-0.020, -0.438, 0.232], [0.046, 0.162, 0.391], [0.048, 0.204, 0.113], [-0.215, 0.288, 0.257], [-0.167, 0.415, -0.251], [1.284, -0.510, -0.601], [-0.082, 0.579, 0.198], [0.094, 0.200, 0.329], [-0.070, 0.004, -0.019], [0.007, 0.045, -0.077], [-0.221, -0.197, -0.307]], "mulliken_charge": [-0.9292, 0.4933, -0.4376, -0.6131, 0.6033, -0.4447, -0.5721, 0.2999, 0.3329, 0.3011, 0.2032, 0.2524, 0.2160, 0.2947]}